Record 1
21
Properties=species:S:1:pos:R:3:nbo_charge:R:1 method="wB97M-V/def2-TZVPD" e_homo_ev="-7.4 / -7.4" homo_lumo_gap_ev="7.63 / 7.63" relative_energy_kj_mol=493.84
C -0.81 -0.85 -0.93 -0.701
C -1.87 -0.35 0.02 -0.423
C -1.66 1.13 0.32 -0.391
C -0.23 1.36 0.78 -0.493
C 0.80 0.94 -0.21 -0.048
O 1.60 -0.98 0.10 -0.725
C 2.56 -1.25 -0.89 -0.267
H -0.86 -1.94 -1.06 0.213
H 0.61 -1.02 -0.31 0.471
H -0.88 -0.40 -1.92 0.179
H -2.89 -0.49 -0.38 0.201
H -1.83 -0.92 0.96 0.194
H -1.85 1.72 -0.58 0.191
H -2.36 1.49 1.09 0.209
H -0.03 0.87 1.74 0.226
H -0.05 2.44 0.95 0.239
H 0.62 1.16 -1.25 0.198
H 1.82 1.14 0.10 0.198
H 2.16 -1.07 -1.90 0.168
H 2.90 -2.29 -0.84 0.186
H 3.44 -0.60 -0.75 0.175


Record 2
39
Properties=species:S:1:pos:R:3:nbo_charge:R:1 method="wB97M-V/def2-TZVPD" e_homo_ev=-15.7 total_charge=+2 homo_lumo_gap_ev=8.90
C 1.61 -2.52 -1.58 -0.661
I 2.64 -0.95 -0.35 0.311
H 0.53 -2.39 -1.69 0.242
H 1.84 -3.46 -1.07 0.253
H 2.13 -2.49 -2.54 0.260
Ga -0.01 -0.36 -0.34 0.895
P -0.35 -1.74 1.63 0.973
C 1.07 -1.77 2.77 -0.959
C -1.73 -1.15 2.67 -0.941
H -1.89 -1.85 3.49 0.276
H -0.96 -4.03 2.15 0.272
H -2.64 -1.08 2.05 0.272
H -1.61 -3.50 0.56 0.280
H 1.23 -0.76 3.18 0.254
H -1.51 -0.15 3.07 0.239
C -0.74 -3.47 1.22 -0.948
H 0.87 -2.47 3.60 0.275
H 0.11 -3.94 0.71 0.252
H 1.97 -2.07 2.23 0.256
P 0.30 1.34 -2.04 0.980
C 1.86 2.25 -1.90 -0.960
C 0.22 0.68 -3.73 -0.948
H -1.97 2.16 -1.99 0.275
H -0.84 3.28 -2.83 0.274
H -0.88 3.21 -1.04 0.242
C -0.97 2.62 -1.96 -0.945
H -0.73 0.15 -3.87 0.281
H 0.29 1.51 -4.44 0.271
H 1.91 2.99 -2.71 0.274
H 2.71 1.56 -1.96 0.260
H 1.05 -0.02 -3.91 0.257
H 1.89 2.78 -0.94 0.253
Cl -1.82 -1.18 -1.33 -0.488
C -1.05 3.18 2.42 -0.763
C -0.67 2.04 1.65 0.581
N -0.40 1.15 0.94 -0.558
H -0.45 3.22 3.34 0.305
H -2.11 3.12 2.70 0.309
H -0.89 4.10 1.85 0.303